[1]
The following is a quantum chemistry calculation of a molecular structure, CHF3NO6RhS2, from the OMol25 dataset.

Structure (XYZ):
```
15
Properties=species:S:1:pos:R:3:forces:R:3:lowdin_spin:R:1
N 0.367 0.613 0.971 1.7053 1.0599 -0.3056 0.142
S 1.725 1.770 0.220 -1.3820 -1.3983 -0.8524 -0.051
O 1.131 3.090 0.591 0.7058 -0.5997 0.7958 0.418
O 2.858 1.401 1.120 -0.6200 0.8147 0.4209 0.431
S -0.331 -0.404 0.130 -2.1540 0.0823 -1.4397 0.047
O -0.714 -0.008 -1.392 0.7254 -0.0165 1.1097 0.012
O -1.615 -0.908 0.727 2.7844 -1.4362 0.3537 0.080
C 0.623 -1.967 -0.255 0.1548 -0.0176 0.0336 0.009
F 1.628 -1.658 -1.055 0.0679 0.0782 -0.0726 0.001
F 1.089 -2.423 0.894 -0.0275 -0.0015 0.0681 0.000
F -0.149 -2.871 -0.819 -0.0666 0.1906 0.0167 0.005
O -1.926 0.925 -1.319 2.1059 -0.4057 -1.5043 0.266
Rh -2.969 0.440 0.219 -2.2485 -0.4593 0.6711 2.278
O -4.010 1.906 0.490 -1.8299 1.9148 0.8615 0.348
H -3.667 2.780 0.675 0.0790 0.1943 -0.1564 0.013
```
Positions in Å, forces in eV/Å.

Results
Multiplicity: 5
E: -1751.00894 Ha
Max |F|: 3.15 eV/A
M: 347.1 g mol⁻¹
Total charge: 0

[2]
The following is a quantum chemistry calculation of a molecular structure, C47H99InN5O7, from the OMol25 dataset.

Structure (XYZ):
```
159
Properties=species:S:1:pos:R:3:forces:R:3:lowdin_charge:R:1
In -15.824 19.590 -14.630 -2.6255 -0.4878 -1.0630 1.331
O -17.214 20.028 -16.355 -0.0726 0.5833 2.6057 -0.242
C -18.473 19.663 -15.801 2.7452 1.1269 1.3126 -0.268
C -18.496 19.348 -14.213 -0.4784 -2.4107 -2.3338 -0.273
O -17.484 19.178 -13.269 3.4820 -0.0271 -11.6966 -0.440
H -19.021 18.876 -16.320 1.5254 -0.2739 -0.0275 0.069
H -19.127 20.524 -15.934 0.5381 0.3925 0.3709 0.115
H -19.124 18.495 -13.956 0.9026 0.6528 -1.9724 0.085
H -19.061 20.219 -13.881 2.3519 -4.3840 -2.5251 -0.040
C -17.049 20.947 -12.005 3.7560 2.7903 0.4081 -0.052
C -15.700 20.237 -11.463 -1.2848 2.7446 1.3403 -0.301
C -16.185 18.934 -10.824 12.2634 2.5477 7.6900 -0.267
C -14.959 17.991 -10.406 0.1308 2.2182 3.4729 -0.076
C -13.970 17.784 -11.451 6.6830 1.2124 0.4830 -0.166
C -13.488 19.078 -12.246 0.3492 -0.5336 -0.7129 -0.324
N -14.718 19.948 -12.536 -0.7525 -2.2201 0.1444 -0.114
O -14.601 21.050 -13.426 1.5181 0.4225 1.1118 -0.022
C -12.354 19.701 -11.405 0.4705 0.7323 -0.4082 -0.025
C -12.889 18.572 -13.654 0.1945 1.6926 1.4971 0.013
C -15.165 21.312 -10.358 0.7774 -1.0906 -1.5995 0.037
H -17.340 20.471 -12.941 -0.0160 1.9567 1.7419 0.004
H -16.803 21.946 -12.365 0.6285 0.3916 0.9164 0.102
H -17.840 20.960 -11.255 0.9150 -0.1248 -0.0455 0.109
H -16.715 19.283 -9.938 1.1444 0.0523 1.6704 0.174
H -16.933 18.394 -11.405 3.0460 1.7886 4.5414 -0.123
H -15.288 17.046 -9.974 -0.3193 -0.1335 -0.2962 0.148
H -14.424 18.389 -9.544 0.1252 0.5833 0.1366 0.131
H -14.383 17.053 -12.146 8.4031 -3.3414 0.2168 0.088
H -12.990 17.470 -11.093 0.1280 -0.4329 0.5408 0.145
H -12.451 19.877 -10.334 -1.0206 0.2892 -0.0993 0.085
H -11.449 19.096 -11.359 -0.1615 -0.5432 -0.7366 0.095
H -12.022 20.604 -11.917 -0.0037 0.3500 0.2554 0.089
H -12.181 19.199 -14.196 0.1776 0.6914 0.7073 0.094
H -12.322 17.670 -13.426 -0.4048 -0.3420 -0.2929 0.108
H -13.713 18.433 -14.354 1.5483 0.2327 0.8955 0.009
H -14.567 22.105 -10.809 0.3017 0.0436 -0.6290 0.071
H -14.448 20.812 -9.707 -0.5082 0.1522 0.5654 0.070
H -15.941 21.936 -9.914 -0.2485 -0.8907 0.4043 0.095
H -14.282 21.701 -12.797 0.2677 1.4686 -0.4723 0.119
C -22.155 23.819 -11.705 0.2754 0.1316 -1.0930 -0.006
C -21.295 23.865 -13.061 -0.9025 -1.0990 0.1674 -0.412
C -19.776 23.743 -12.695 -0.2987 -0.6379 -0.8850 -0.094
C -19.304 22.330 -12.250 -1.1446 1.8016 1.6374 -0.142
C -19.702 21.190 -13.170 -1.9991 5.8520 1.6237 -0.119
C -21.169 21.277 -13.692 0.1765 1.5905 1.9890 -0.343
N -21.649 22.660 -13.937 1.7710 2.2175 0.6962 -0.052
O -23.000 22.740 -14.441 0.9044 -0.1299 1.2318 -0.010
C -21.176 20.594 -14.974 2.0660 3.2142 9.3309 -0.309
C -22.025 20.538 -12.711 -2.3201 4.0054 -1.7258 -0.118
C -21.572 25.139 -13.904 0.7508 -0.5126 -0.4366 -0.036
H -23.222 23.861 -11.919 -0.0174 -0.5354 -0.3423 0.078
H -22.069 24.636 -10.987 0.7942 0.2805 -0.2325 0.077
H -21.889 22.895 -11.191 -0.2567 0.0598 0.0738 0.055
H -19.145 23.988 -13.549 -0.2399 0.3061 -0.4086 0.116
H -19.580 24.513 -11.948 0.1241 -0.2083 0.2284 0.120
H -19.697 22.222 -11.239 -0.9419 -0.5980 0.2097 0.121
H -18.271 22.337 -11.902 -0.9463 0.9823 -1.3427 0.055
H -19.460 20.210 -12.758 -1.1730 1.7017 1.9989 0.089
H -19.089 21.210 -14.071 -0.4071 3.6278 0.0443 0.140
H -20.737 21.173 -15.786 1.8327 -2.2953 4.2694 0.055
H -20.768 19.583 -14.991 1.8631 4.4162 4.9180 0.006
H -22.246 20.532 -15.175 1.0764 -1.6106 2.3690 0.113
H -23.080 20.764 -12.865 -0.4470 0.0493 -0.8993 0.143
H -21.948 19.453 -12.794 0.6204 4.5251 -0.9483 0.000
H -21.899 20.919 -11.698 -1.1580 0.7275 -1.5928 0.066
H -22.616 25.301 -14.172 -0.1531 0.4204 1.1139 0.080
H -21.176 25.123 -14.919 0.5960 -0.9510 -0.1649 0.076
H -20.970 25.963 -13.521 -0.8513 0.4169 0.5913 0.083
H -22.771 22.996 -15.338 -0.6450 0.5266 -0.1611 0.080
C -19.966 17.710 -18.942 -1.9753 -0.1844 -1.0638 -0.029
C -20.842 18.988 -19.414 0.6471 -0.7150 -1.4002 -0.407
C -22.363 18.604 -19.839 0.8805 -0.6272 2.1315 -0.119
C -23.392 18.431 -18.710 1.1392 1.9385 1.2548 -0.153
C -23.221 19.646 -17.656 0.8546 -1.5718 -1.4393 -0.036
C -21.727 20.051 -17.263 -1.5878 0.4427 -1.7891 -0.355
N -20.720 20.028 -18.385 -2.8084 0.9961 -1.8761 -0.060
O -19.358 20.299 -18.117 -1.5793 -0.1611 0.0475 -0.002
C -21.929 21.438 -16.677 -2.0337 4.9251 -5.4999 -0.120
C -21.257 19.183 -16.196 -0.7202 -8.3306 -5.7326 -0.241
C -20.213 19.390 -20.813 -0.6647 -0.4639 1.6063 -0.033
H -18.918 17.905 -18.715 -0.2265 0.2995 0.8186 0.065
H -19.814 16.935 -19.693 -0.3922 0.2802 -0.7439 0.080
H -20.620 17.184 -18.246 0.8103 0.0548 0.8480 0.068
H -22.812 19.299 -20.549 0.6773 -0.0651 -0.2811 0.116
H -22.324 17.564 -20.164 0.3928 0.3101 -1.1769 0.111
H -23.263 17.457 -18.238 -0.0282 0.1003 0.2505 0.096
H -24.367 18.450 -19.197 -0.1705 0.0427 0.4110 0.104
H -23.636 19.341 -16.695 -0.4046 0.2270 0.0150 0.122
H -23.730 20.523 -18.055 -0.0318 -0.1045 0.1175 0.111
H -22.403 21.540 -15.701 -0.6978 1.0924 -2.9521 0.059
H -20.945 21.862 -16.474 -1.2293 2.8028 -3.0715 0.116
H -22.502 22.133 -17.290 -0.0230 -0.1623 -1.3958 0.118
H -20.216 19.470 -16.047 -1.5262 -1.9302 -2.0946 0.052
H -21.782 19.172 -15.241 -2.1402 -3.1820 -3.7944 0.071
H -21.286 18.138 -16.502 0.0181 -0.7307 -1.2779 0.131
H -20.408 18.470 -21.364 0.3473 0.2569 -0.5501 0.075
H -19.143 19.573 -20.706 -0.0898 0.1187 -0.2184 0.076
H -20.754 20.221 -21.265 0.2316 0.0587 0.0454 0.081
H -19.115 19.418 -17.823 1.0603 0.0857 -0.1635 0.027
C -18.090 18.593 -11.450 -13.1610 2.1792 1.9143 -0.168
C -19.235 17.838 -10.825 -0.0846 0.4093 1.2444 -0.285
C -20.050 18.887 -9.931 -1.6451 -0.5722 -0.6431 -0.057
C -21.186 19.560 -10.701 1.6416 -2.2396 0.2486 -0.195
C -21.987 18.524 -11.461 -1.1861 -2.5293 2.5632 -0.147
C -21.326 17.539 -12.427 2.2619 1.7715 -0.5396 -0.407
N -20.099 17.025 -11.806 -1.3831 0.8602 3.1614 -0.016
O -19.371 16.156 -12.616 -14.2663 -3.1021 8.4965 -0.101
C -22.197 16.371 -12.753 -0.1692 -2.1065 0.7690 0.001
C -20.936 18.471 -13.611 -1.0718 -3.6479 0.4259 -0.101
C -18.603 16.804 -9.855 -1.1058 0.5288 0.0900 0.015
H -18.389 19.343 -12.182 -2.0102 -1.1227 2.2875 0.093
H -17.459 19.240 -10.840 -7.5801 0.9620 0.6053 0.035
H -17.444 17.918 -12.011 -4.0427 -1.3461 -1.2259 0.039
H -20.464 18.332 -9.089 -0.0245 -0.0204 0.1654 0.114
H -19.608 19.804 -9.543 1.5578 -0.6871 0.1942 0.120
H -21.929 20.093 -10.108 0.3538 0.0673 0.5920 0.145
H -20.811 20.288 -11.421 1.5373 -1.2791 1.7697 0.055
H -22.679 19.125 -12.051 -2.0939 -2.5999 2.5180 0.090
H -22.412 17.890 -10.683 -0.5410 -0.1283 0.0889 0.147
H -23.279 16.358 -12.625 -0.0958 1.0984 -0.5745 0.096
H -21.955 15.667 -11.957 0.1770 -0.2192 0.1862 0.096
H -21.906 15.791 -13.629 -0.1089 0.4539 -0.3706 0.086
H -20.532 18.094 -14.551 0.1233 -1.6239 0.7461 0.108
H -20.213 19.204 -13.252 -2.2724 -1.0555 0.1347 0.073
H -21.927 18.746 -13.973 0.0561 -0.1641 0.0052 0.122
H -18.298 17.270 -8.918 0.7544 0.4063 -0.2702 0.094
H -19.397 16.164 -9.471 0.1409 -0.6226 -0.5602 0.098
H -17.795 16.298 -10.384 -0.1129 -0.5713 0.5504 0.084
H -18.887 16.821 -13.112 -7.6435 1.8986 1.7915 -0.140
C -16.110 17.555 -12.271 1.2396 -6.0904 -7.3773 -0.191
C -16.435 16.654 -13.552 -0.4659 -0.5302 1.5996 -0.284
C -17.917 16.620 -13.476 13.2273 -3.4347 -6.2109 -0.261
C -18.706 15.865 -14.598 2.2703 1.2448 -2.7673 -0.013
C -18.189 16.542 -15.920 -0.2074 -0.2293 0.9162 -0.079
C -16.670 16.640 -16.075 1.8246 -0.0373 -1.9156 -0.366
N -16.060 17.255 -14.802 -3.4678 0.1599 -0.1729 -0.141
O -14.712 17.364 -14.826 0.7660 -2.7205 -2.0029 -0.095
C -16.073 15.246 -16.611 0.4102 0.0063 2.1493 -0.002
C -16.241 17.705 -17.133 -1.0367 -2.1395 -0.8871 -0.033
C -15.761 15.216 -13.261 -0.1382 0.4600 -1.2684 0.069
H -15.041 17.404 -12.122 -9.3318 2.6123 -2.1857 -0.072
H -16.560 17.274 -11.318 1.2633 -3.5881 -1.4226 0.117
H -16.333 18.622 -12.249 2.7949 -2.2607 -3.8806 0.062
H -18.056 16.124 -12.515 4.4198 -1.1471 -0.0446 0.120
H -18.312 17.615 -13.269 1.9788 0.5157 -1.1817 0.134
H -19.764 16.077 -14.450 0.3245 -0.3539 -1.0034 0.114
H -18.562 14.787 -14.665 0.1159 0.0241 0.4895 0.136
H -18.513 17.582 -15.884 -0.1454 -1.0651 -0.1258 0.072
H -18.647 16.028 -16.765 0.2737 0.2401 -0.2990 0.129
H -16.496 14.791 -17.506 -0.6559 0.6834 0.0929 0.096
H -15.003 15.196 -16.816 0.2957 0.7625 -0.0375 0.081
H -16.158 14.516 -15.805 -0.4338 -0.3412 -0.1235 0.060
H -15.165 17.759 -17.298 0.1167 0.2240 0.5299 0.094
H -16.572 17.285 -18.083 -0.2224 0.1241 -0.3043 0.094
H -16.776 18.639 -16.962 0.7948 -0.3791 -0.5145 0.012
H -16.357 14.304 -13.315 -0.8968 0.4308 0.2470 0.097
H -15.193 15.138 -12.334 -0.0626 0.3332 0.0531 0.096
H -15.083 14.959 -14.075 0.6312 0.1388 0.0321 0.062
H -14.574 16.422 -14.943 2.1556 -0.5992 -0.1515 0.111
```
Positions in Å, forces in eV/Å.

Results
Relative energy (zero: lowest compared OMol25 entry of this formula, charge and spin): 6418.75 kJ/mol
E: -2837.66115 Ha
Max |F|: 16.89 eV/A
M: 961.2 g mol⁻¹
Total charge: +1